The following is a quantum chemistry calculation of C26H36BrGeNRuS3 as an isolated structure, from the OMol25 dataset.

Computed properties:
Net charge: 0
Orbital gap, eV: 6.62
E_tot, hartree: -7007.38741

Positions of all 69 atoms, in Å:
Ru (-0.26, -0.12, 0.06)
Br (0.11, -0.29, 2.59)
C (2.01, -0.08, 2.49)
C (2.70, 0.19, 3.63)
C (4.12, 0.24, 3.54)
C (4.75, -0.04, 2.37)
C (4.01, -0.34, 1.19)
C (4.65, -0.69, -0.02)
C (3.88, -1.04, -1.10)
C (2.47, -0.95, -1.06)
C (1.79, -0.53, 0.06)
C (2.59, -0.32, 1.23)
H (2.20, 0.34, 4.57)
H (4.69, 0.47, 4.43)
H (5.83, -0.03, 2.31)
H (5.73, -0.72, -0.07)
H (4.36, -1.35, -2.02)
H (1.92, -1.18, -1.96)
C (2.66, 1.81, -3.03)
C (1.25, 1.51, -3.53)
S (-0.04, 0.84, -2.43)
C (-1.10, 2.27, -2.10)
C (-0.57, 3.27, -1.09)
S (0.03, 2.47, 0.44)
C (1.73, 3.09, 0.60)
C (2.80, 2.52, -0.33)
S (2.86, 3.27, -1.98)
H (3.28, 2.01, -3.91)
H (3.09, 0.95, -2.52)
H (1.32, 0.78, -4.33)
H (0.81, 2.42, -3.96)
H (-2.03, 1.84, -1.74)
H (-1.32, 2.78, -3.05)
H (-1.37, 3.95, -0.81)
H (0.26, 3.84, -1.49)
H (1.99, 2.85, 1.63)
H (1.67, 4.18, 0.54)
H (2.62, 1.46, -0.47)
H (3.77, 2.64, 0.14)
C (-0.89, -4.72, 1.20)
Ge (-1.88, -3.10, 0.70)
C (-3.27, -3.64, -0.56)
C (-2.79, -2.35, 2.25)
C (-0.55, -1.90, -0.17)
H (-1.58, -5.47, 1.60)
H (-0.13, -4.52, 1.95)
H (-0.40, -5.14, 0.32)
H (-3.82, -4.45, -0.09)
H (-2.87, -4.00, -1.51)
H (-3.95, -2.80, -0.75)
H (-3.47, -3.11, 2.64)
H (-3.38, -1.49, 1.93)
H (-2.11, -2.06, 3.05)
H (0.09, -2.44, -0.89)
C (-2.72, 1.39, 2.31)
C (-3.19, 0.93, 0.96)
C (-4.50, 0.98, 0.54)
C (-4.55, 0.38, -0.74)
C (-3.26, -0.01, -1.03)
C (-2.84, -0.68, -2.31)
N (-2.40, 0.33, 0.00)
H (-3.42, 2.13, 2.70)
H (-1.74, 1.86, 2.28)
H (-2.68, 0.58, 3.04)
H (-5.33, 1.39, 1.10)
H (-5.41, 0.23, -1.37)
H (-3.59, -1.40, -2.62)
H (-1.89, -1.22, -2.21)
H (-2.71, 0.03, -3.14)

=====

The following is a quantum chemistry calculation of a 2-piece molecular cluster, CH9N2OSi overall at a distorted geometry, from the OMol25 dataset.

Computed properties:
Net charge: +1
Orbital gap, eV: 11.60
E_tot, hartree: -517.48513

Positions of all 14 atoms, in Å:
C (0.36, 0.21, -0.19)
N (-2.17, 1.12, 1.67)
N (-0.38, -0.42, 0.64)
O (1.48, -0.29, -0.54)
Si (2.19, -0.99, -1.89)
H (0.02, 1.16, -0.76)
H (-1.66, 1.68, 2.29)
H (-2.85, 0.64, 2.18)
H (-0.15, -1.34, 1.12)
H (-2.53, 1.48, 0.84)
H (-1.19, 0.24, 1.14)
H (3.55, -0.90, -1.40)
H (1.65, -2.47, -2.23)
H (1.66, -0.12, -2.86)